[1]
DFT (wB97M-V/def2-TZVPD) results for a cluster of 11 separate species, C26H77N3O11 in total.

The value obtained for the HOMO energy (spin up / spin down) is 0.416 / -7.188 eV. As for the frontier orbital gap (spin up / spin down): 0.0661 / 0.3450 Eh. The charge is -1. The spin multiplicity is 2. For the LUMO energy (spin up / spin down), the calculation gives 2.2 / 2.2 eV.

Last column: Löwdin charge in e.
CARTESIAN COORDINATES (ANGSTROEM)
C  3.704  -1.171  2.485  -0.0787
C  2.511  -1.860  1.805  -0.3729
O  2.550  -1.626  0.445  -0.1084
H  3.555  -1.056  3.559  0.0668
H  3.644  -0.212  1.969  0.0380
H  4.602  -1.731  2.226  0.0717
H  1.544  -1.487  2.143  0.0870
H  2.414  -2.917  2.052  0.0967
H  2.510  -2.494  0.038  0.0102
C  -4.815  -0.157  0.599  -0.0656
C  -5.780  0.892  -0.052  -0.2784
O  -6.304  1.690  1.029  -0.0978
H  -4.553  -0.868  -0.185  0.0440
H  -5.391  -0.730  1.326  0.0726
H  -3.915  0.301  1.009  0.0588
H  -6.492  0.427  -0.734  0.1032
H  -5.218  1.606  -0.655  0.0902
H  -6.770  2.437  0.647  0.0725
C  1.376  -3.179  -2.218  -0.0845
C  1.971  -4.491  -1.616  -0.3826
O  2.765  -4.079  -0.529  -0.2941
H  0.657  -2.767  -1.509  0.0419
H  0.768  -3.313  -3.112  0.0547
H  2.108  -2.401  -2.435  0.0639
H  2.518  -5.113  -2.325  0.0678
H  1.202  -5.159  -1.228  0.0642
H  3.416  -4.777  -0.434  0.0407
C  0.274  -0.358  -4.342  -0.0869
C  1.756  -0.179  -4.305  -0.3738
O  2.008  0.928  -5.090  -0.0811
H  -0.012  -1.320  -3.918  0.0581
H  -0.052  -0.369  -5.382  0.0794
H  -0.326  0.411  -3.853  0.0645
H  2.268  -1.077  -4.650  0.1089
H  2.116  -0.019  -3.289  0.0941
H  2.904  1.268  -5.036  0.0442
C  -2.061  -0.244  3.380  -0.1060
C  -2.985  -1.311  3.574  -0.3726
O  -3.881  -0.919  4.573  -0.0684
H  -1.396  -0.559  2.576  0.0768
H  -1.447  0.043  4.234  0.0799
H  -2.539  0.692  3.094  0.0648
H  -2.465  -2.175  3.988  0.1230
H  -3.532  -1.646  2.692  0.0932
H  -4.364  -0.159  4.242  0.0792
C  -3.265  2.109  -3.321  -0.0640
C  -3.443  0.608  -3.347  -0.3129
O  -2.970  0.042  -2.131  -0.1274
H  -3.681  2.669  -4.159  0.0778
H  -2.205  2.359  -3.292  0.0725
H  -3.596  2.365  -2.315  0.0624
H  -2.911  0.093  -4.148  0.1001
H  -4.478  0.299  -3.495  0.1055
H  -3.090  -0.910  -2.092  0.0056
C  -2.283  -3.227  0.299  -0.0607
C  -2.156  -3.265  -1.216  -0.4365
C  -2.040  -4.644  -1.732  -0.2205
O  -1.417  -4.729  -3.054  -0.2051
C  -1.099  -6.068  -3.471  -0.1761
N  -3.307  -2.630  -1.803  0.0324
H  -2.167  -2.179  0.576  0.0583
H  -1.409  -3.699  0.749  0.0711
H  -3.162  -3.705  0.731  0.0847
H  -1.314  -2.651  -1.536  0.1191
H  -3.037  -5.086  -1.766  0.1188
H  -1.478  -5.277  -1.045  0.0990
H  -0.734  -6.060  -4.498  0.0733
H  -1.918  -6.786  -3.508  0.0698
H  -0.301  -6.453  -2.837  0.0528
H  -4.141  -3.156  -1.584  0.0911
H  -3.360  -2.724  -2.808  0.0957
C  2.442  3.636  7.443  -0.0588
C  1.273  4.082  6.518  -0.4242
C  0.711  3.068  5.455  -0.1581
O  1.821  2.676  4.610  -0.1958
C  1.568  1.706  3.630  -0.1121
N  0.207  4.548  7.380  0.0205
H  3.289  3.182  6.928  0.0688
H  2.116  2.883  8.161  0.0677
H  2.856  4.452  8.035  0.0696
H  1.643  4.926  5.937  0.1306
H  -0.002  3.571  4.801  0.1169
H  0.279  2.207  5.963  0.1210
H  0.985  0.871  4.018  0.0732
H  2.452  1.236  3.198  0.0667
H  0.916  2.103  2.852  0.0836
H  -0.137  3.753  7.900  0.0658
H  -0.562  4.759  6.760  0.0621
C  5.495  2.991  -4.758  -0.0710
C  5.411  2.184  -3.435  -0.4097
C  4.443  2.765  -2.373  -0.1706
O  4.538  1.962  -1.177  -0.1911
C  3.525  2.250  -0.210  -0.0878
N  5.018  0.843  -3.861  0.0377
H  4.544  3.156  -5.265  0.0702
H  6.156  2.579  -5.521  0.0710
H  5.873  3.994  -4.563  0.0666
H  6.433  2.086  -3.067  0.1296
H  3.399  2.788  -2.686  0.1225
H  4.741  3.801  -2.211  0.1185
H  2.588  1.907  -0.648  0.0789
H  3.469  3.295  0.094  0.0862
H  3.655  1.717  0.732  0.0687
H  4.801  0.285  -3.048  0.0744
H  5.867  0.490  -4.278  0.0760
C  -0.047  0.110  -0.251  -0.1499
O  -1.216  0.863  -0.108  -0.1312
H  0.446  0.129  -1.223  0.0764
H  0.713  0.470  0.443  0.0664
H  -0.283  -0.921  0.013  0.0611
H  -1.736  0.670  -0.891  0.0288
C  -2.712  3.438  1.792  -0.1586
O  -2.386  3.581  0.423  -0.1318
H  -2.852  4.429  2.223  0.0789
H  -3.599  2.806  1.744  0.0643
H  -1.979  2.878  2.373  0.0564
H  -2.045  2.723  0.163  0.0258

Atoms 1-3, force components in eV/Å:
C -1.3 -0.4 -0.8
C -0.6 -0.2 1.4
O 0.2 0.5 -0.8

=====

[2]
DFT (wB97M-V/def2-TZVPD) results for a structure of composition C22H28BClHgN6.

The value obtained for the HOMO energy (spin up / spin down) is -3.485 / -4.028 eV. As for the frontier orbital gap (spin up / spin down): 0.2282 / 0.2236 Eh. The charge is -1. The spin multiplicity is 2. For the LUMO energy (spin up / spin down), the calculation gives 2.7 / 2.1 eV.

Last column: natural (NBO) charge in e.
CARTESIAN COORDINATES (ANGSTROEM)
Hg  0.648  -1.131  0.784  0.2021
C  1.263  2.517  2.209  -0.6306
C  0.536  2.656  0.915  0.1175
C  0.135  3.845  0.300  -0.3759
C  -0.500  3.443  -0.861  0.1638
C  -1.121  4.314  -1.897  -0.6326
N  -0.462  2.094  -0.906  -0.3150
N  0.168  1.625  0.174  -0.3033
B  -1.076  1.195  -2.004  0.5527
N  -2.173  0.308  -1.374  -0.3302
N  -1.957  -0.486  -0.324  -0.2973
C  -3.117  -0.990  0.064  0.1217
C  -3.228  -1.914  1.227  -0.6341
C  -4.135  -0.511  -0.772  -0.3767
C  -3.492  0.317  -1.674  0.1688
C  -4.107  1.104  -2.782  -0.6334
N  0.038  0.370  -2.686  -0.3234
N  0.896  -0.399  -2.014  -0.2994
C  1.779  -0.889  -2.870  0.1222
C  2.881  -1.792  -2.431  -0.6348
C  1.483  -0.423  -4.158  -0.3764
C  0.368  0.381  -3.997  0.1667
C  -0.360  1.148  -5.049  -0.6336
H  1.480  3.505  2.611  0.2030
H  0.655  1.967  2.925  0.2176
H  2.197  1.975  2.068  0.2179
H  0.285  4.847  0.654  0.2015
H  -0.986  5.358  -1.620  0.2100
H  -0.661  4.148  -2.869  0.2149
H  -2.187  4.111  -1.986  0.2139
H  -1.581  1.890  -2.818  -0.0594
H  -2.247  -2.028  1.684  0.2337
H  -3.923  -1.524  1.971  0.2032
H  -3.585  -2.892  0.905  0.2052
H  -5.185  -0.732  -0.725  0.2021
H  -5.168  0.867  -2.852  0.2105
H  -4.004  2.174  -2.601  0.2142
H  -3.633  0.877  -3.736  0.2147
H  2.834  -1.902  -1.349  0.2364
H  2.775  -2.775  -2.891  0.2051
H  3.857  -1.389  -2.705  0.2031
H  2.003  -0.638  -5.074  0.2021
H  0.077  0.940  -6.025  0.2105
H  -1.415  0.875  -5.068  0.2143
H  -0.292  2.220  -4.862  0.2144
Cl  4.223  -5.585  5.886  -0.0375
C  3.360  -4.216  5.250  -0.0573
C  4.063  -3.109  4.790  -0.2407
C  3.377  -2.030  4.291  -0.1910
C  1.959  -2.007  4.241  -0.1050
C  1.267  -0.908  3.727  -0.3825
C  1.288  -3.165  4.708  -0.1818
C  1.971  -4.247  5.198  -0.2424
H  5.143  -3.101  4.824  0.2159
H  3.920  -1.168  3.928  0.2076
H  1.813  -0.002  3.529  0.1905
H  0.210  -0.810  3.911  0.1924
H  0.207  -3.184  4.662  0.2075
H  1.440  -5.123  5.542  0.2160

Atoms 1-3, force components in eV/Å:
Hg 0.1 0.0 0.2
C -0.1 -0.2 -0.1
C -0.1 0.1 -0.3

=====

[3]
DFT (wB97M-V/def2-TZVPD) results for a structure of composition C31H31FN3OsP2S2Te.

The value obtained for the HOMO energy (spin up / spin down) is -10.497 / -10.497 eV. As for the frontier orbital gap (spin up / spin down): 0.2646 / 0.2646 Eh. The charge is +1. For the LUMO energy (spin up / spin down), the calculation gives -3.3 / -3.3 eV.

Last column: Löwdin charge in e.
CARTESIAN COORDINATES (ANGSTROEM)
Os  -2.514  -0.014  -0.030  0.7689
S  -1.956  0.052  2.392  0.3685
P  -0.107  0.235  1.558  0.5592
C  -0.657  0.249  -0.117  -0.7632
P  -0.227  0.302  -1.820  0.5525
S  -2.144  0.255  -2.495  0.3262
C  0.750  1.734  -2.293  -0.3562
C  2.096  1.776  -1.925  -0.0828
C  2.843  2.912  -2.179  -0.0604
C  2.253  4.002  -2.811  -0.0586
C  0.921  3.954  -3.196  -0.0582
C  0.165  2.820  -2.934  -0.0950
C  0.753  -1.131  -2.289  -0.3425
C  1.310  -1.184  -3.567  -0.0707
C  1.999  -2.314  -3.971  -0.0582
C  2.137  -3.392  -3.103  -0.0572
C  1.584  -3.342  -1.832  -0.0587
C  0.885  -2.214  -1.426  -0.0940
C  0.797  1.722  1.996  -0.3398
C  1.555  1.769  3.165  -0.0699
C  2.169  2.955  3.536  -0.0573
C  2.034  4.087  2.744  -0.0576
C  1.285  4.041  1.576  -0.0583
C  0.662  2.860  1.205  -0.0850
C  0.997  -1.140  1.917  -0.3648
C  2.323  -1.069  1.486  -0.0908
C  3.165  -2.152  1.666  -0.0611
C  2.688  -3.306  2.279  -0.0596
C  1.373  -3.375  2.715  -0.0568
C  0.524  -2.292  2.535  -0.0881
H  2.559  0.920  -1.447  0.1088
H  3.885  2.948  -1.894  0.1127
H  2.841  4.887  -3.015  0.1125
H  0.472  4.796  -3.706  0.1133
H  -0.872  2.761  -3.241  0.0783
H  1.210  -0.343  -4.244  0.1174
H  2.431  -2.357  -4.962  0.1130
H  2.680  -4.272  -3.421  0.1124
H  1.691  -4.180  -1.155  0.1124
H  0.445  -2.186  -0.437  0.0842
H  1.669  0.886  3.782  0.1167
H  2.755  2.994  4.444  0.1133
H  2.518  5.010  3.037  0.1127
H  1.191  4.920  0.952  0.1121
H  0.091  2.809  0.286  0.0707
H  2.697  -0.168  1.012  0.1097
H  4.193  -2.099  1.332  0.1133
H  3.349  -4.151  2.423  0.1126
H  1.007  -4.271  3.199  0.1123
H  -0.504  -2.332  2.874  0.0755
C  -3.888  2.947  1.847  -0.4047
Te  -3.806  2.302  -0.170  1.3501
C  -2.568  3.916  -0.793  -0.3914
H  -4.473  3.861  1.902  0.0135
H  -2.877  3.099  2.214  0.0000
H  -4.371  2.153  2.412  0.0054
H  -1.562  3.845  -0.392  -0.0159
H  -3.048  4.824  -0.434  0.0148
H  -2.544  3.929  -1.879  -0.0021
F  -4.529  -0.308  0.314  -0.6991
N  -3.063  -4.928  2.171  0.1484
C  -2.816  -4.241  1.024  -0.3537
C  -2.838  -2.834  1.011  -0.0829
N  -2.560  -2.165  -0.097  -0.0942
C  -2.297  -2.857  -1.217  -0.1346
C  -2.273  -4.235  -1.173  -0.0918
N  -2.512  -4.933  -0.069  0.1459
H  -3.511  -4.469  2.943  0.1058
H  -3.181  -5.924  2.088  0.1088
H  -3.088  -2.259  1.889  0.0643
H  -2.112  -2.298  -2.121  0.0492
H  -2.050  -4.797  -2.072  0.1197

Atoms 1-3, force components in eV/Å:
Os 0.2 -0.2 -0.2
S 0.2 0.0 0.1
P -0.2 0.0 -0.1

=====

The following maximum force values (in eV Å⁻¹) correspond, in order, to the records above: 3.488, 1.141, 0.369.
The following total energy values (in hartree) correspond, in order, to the records above: -2028.49017, -1822.24550, -3301.68982.